11
Properties=species:S:1:pos:R:3:forces:R:3 method="wB97M-V/def2-TZVPD" gap_ev="8.07 / 8.07" relative_energy_ev=2.931
C 1.3862 -0.2107 -0.6280 -1.8 -0.4 0.4
C 0.8322 -0.7784 0.4631 -0.2 -0.7 -0.2
C -0.4562 -0.4462 0.9683 -1.4 2.0 -3.2
O -1.7657 -0.7670 -0.7600 -0.4 -1.9 0.4
Si -1.7104 0.6560 -0.1586 2.5 0.8 1.3
H 2.3089 -0.5777 -0.9321 1.6 -0.5 -0.7
H 0.8014 0.3745 -1.3430 0.5 0.3 0.7
H 1.2399 -1.7261 0.8319 0.6 0.6 0.3
H -0.8204 1.3734 -1.1822 -1.0 0.8 0.9
H -2.5906 1.3255 0.8614 -0.1 0.1 -0.8
H -0.9992 -1.1229 1.5584 -0.3 -1.0 1.0



11
Properties=species:S:1:pos:R:3:forces:R:3 method="wB97M-V/def2-TZVPD" gap_ev=9.93 relative_energy_ev=2.521
H -2.6888 -0.3074 0.7727 0.6 0.2 0.0
N -2.5505 -0.1681 -0.2594 -1.7 -0.6 0.3
N -1.4649 0.2179 -0.6128 0.7 0.4 -1.0
C -0.3935 0.4633 0.3221 0.4 0.1 0.7
C 0.7334 -0.4810 0.0197 -0.1 0.1 0.1
C 1.8797 -0.1163 -0.5214 0.1 -0.1 0.0
H -0.7325 0.3366 1.3677 0.0 0.1 -0.2
H -0.0663 1.4927 0.1555 0.0 -0.1 0.1
H 0.5357 -1.5177 0.2583 0.1 -0.1 0.0
H 2.0888 0.9097 -0.7749 0.0 0.2 0.0
H 2.6589 -0.8297 -0.7275 0.1 -0.2 0.0



13
Properties=species:S:1:pos:R:3:forces:R:3 method="wB97M-V/def2-TZVPD" gap_ev=9.81 relative_energy_ev=5.024
N 2.4959 -0.9328 1.4290 -0.8 0.6 -0.4
C 1.6424 -0.2723 1.0147 0.7 -0.5 0.3
C 0.5838 0.5710 0.4493 0.1 0.1 0.0
C 0.3365 0.5175 -1.0675 0.1 0.0 -0.1
C -1.1756 0.2619 -0.8501 0.1 -0.2 -0.4
C -1.1988 -0.9489 0.0129 0.0 -0.2 0.0
N -0.7931 0.1593 0.8925 0.0 0.0 0.2
H 0.7476 1.5936 0.7971 0.0 -0.1 -0.1
H 0.8423 -0.3021 -1.5878 -0.1 0.1 0.1
H 0.5694 1.4561 -1.5721 0.0 -0.1 0.1
H -1.4538 0.9561 0.2914 0.0 0.2 0.2
H -0.4298 -1.7093 -0.1124 -0.1 0.1 0.0
H -2.1669 -1.3500 0.3031 0.1 0.1 -0.1



44
Properties=species:S:1:pos:R:3:forces:R:3 method="wB97M-V/def2-TZVPD" gap_ev=5.59 total_charge=-1 relative_energy_ev=0.059
Au -1.1642 1.5847 -0.2416 0.0 0.1 0.0
O -1.8138 -1.6908 2.8036 0.0 0.1 0.0
C -0.5036 -1.9598 2.9244 0.1 0.0 0.0
C -0.1687 -3.0452 3.7392 0.0 0.0 0.0
C 1.1464 -3.3984 3.9345 0.0 0.0 0.0
C 2.1728 -2.6786 3.3222 0.0 0.0 0.0
C 1.8518 -1.6098 2.5167 0.0 0.0 0.0
C 0.5218 -1.2262 2.3051 0.0 0.0 0.0
C 0.2457 -0.0856 1.4155 0.0 0.0 0.0
O -1.0250 0.1795 1.1692 0.0 0.0 0.0
N 1.2246 0.6037 0.9214 0.0 0.0 0.0
N 0.7719 1.5470 0.0194 0.0 0.0 0.0
C 1.6057 2.2119 -0.6863 0.0 0.0 0.1
C 1.2659 3.1589 -1.7118 0.0 0.0 0.0
C 2.3482 3.7250 -2.4129 0.0 0.0 0.0
C 2.1665 4.6430 -3.4151 0.0 0.0 0.0
C 0.8607 5.0238 -3.7427 0.0 0.0 0.0
C -0.2180 4.4918 -3.0810 0.0 0.0 0.0
C -0.0535 3.5443 -2.0508 0.0 0.0 0.0
O -1.1653 3.1285 -1.4830 0.0 -0.1 0.0
H -1.9284 -0.9928 2.1332 0.0 0.0 0.0
H -0.9794 -3.6016 4.1897 0.0 0.0 0.0
H 1.3805 -4.2497 4.5620 0.0 0.0 0.0
H 3.2066 -2.9627 3.4654 0.0 0.0 0.0
H 2.6245 -1.0443 2.0152 0.0 0.0 0.0
H 2.6518 2.0029 -0.4895 0.0 0.0 0.0
H 3.3486 3.4069 -2.1435 0.0 0.0 0.0
H 3.0128 5.0566 -3.9457 0.0 0.0 0.0
H 0.6925 5.7423 -4.5357 0.0 0.0 0.0
H -1.2317 4.7707 -3.3337 0.0 0.0 0.0
Se -6.0713 1.7248 -0.5357 0.0 0.0 0.0
C -4.3070 1.6277 -0.4078 0.0 0.0 0.0
N -3.1503 1.5529 -0.3165 0.0 0.0 0.0
Se -0.2008 -0.4455 -2.3926 -0.1 0.0 -0.1
C -0.6174 -1.9398 -1.3072 0.1 0.0 0.0
C 0.3370 -2.9201 -1.0057 0.0 0.0 0.0
C 0.0076 -3.9790 -0.1789 0.0 0.0 0.0
N -1.1926 -4.1598 0.3777 0.0 0.0 0.0
C -2.1061 -3.2331 0.0807 0.0 0.0 0.0
C -1.8775 -2.1355 -0.7323 -0.1 -0.1 0.0
H 1.3378 -2.8380 -1.4102 0.0 0.0 0.0
H 0.7578 -4.7296 0.0560 0.0 0.0 0.0
H -3.0847 -3.3679 0.5319 0.0 0.0 0.0
H -2.6804 -1.4329 -0.9225 0.0 0.0 0.0



Copy entry 3 word for word.
13
Properties=species:S:1:pos:R:3:forces:R:3 method="wB97M-V/def2-TZVPD" gap_ev=9.81 relative_energy_ev=5.024
N 2.4959 -0.9328 1.4290 -0.8 0.6 -0.4
C 1.6424 -0.2723 1.0147 0.7 -0.5 0.3
C 0.5838 0.5710 0.4493 0.1 0.1 0.0
C 0.3365 0.5175 -1.0675 0.1 0.0 -0.1
C -1.1756 0.2619 -0.8501 0.1 -0.2 -0.4
C -1.1988 -0.9489 0.0129 0.0 -0.2 0.0
N -0.7931 0.1593 0.8925 0.0 0.0 0.2
H 0.7476 1.5936 0.7971 0.0 -0.1 -0.1
H 0.8423 -0.3021 -1.5878 -0.1 0.1 0.1
H 0.5694 1.4561 -1.5721 0.0 -0.1 0.1
H -1.4538 0.9561 0.2914 0.0 0.2 0.2
H -0.4298 -1.7093 -0.1124 -0.1 0.1 0.0
H -2.1669 -1.3500 0.3031 0.1 0.1 -0.1